# 1
ORCA calculation (ωB97M-V/def2-TZVPD) on C39H69IrN5O3PSSi as an isolated structure.

The LUMO energy (spin up / spin down) is -0.209 / -0.209 hartree. The total charge is +2. Its relative energy (zero: lowest compared OMol25 entry of this formula, charge and spin) is 10.22 kcal per mole. As for the orbital gap (spin up / spin down): 6.70 / 6.70 eV. The HOMO energy (spin up / spin down) is -12.40 / -12.40 eV.

Cartesian coordinates (Å):
Ir: 0.361 0.648 0.321
C: -1.627 3.616 -2.425
C: -1.593 2.209 -1.845
C: -2.673 2.077 -0.789
C: -1.697 1.165 -2.940
O: -0.271 2.001 -1.164
Si: 1.135 2.941 -1.404
S: 2.328 1.650 -0.236
O: 0.806 4.326 -0.653
C: 1.431 5.639 -0.638
C: 0.878 6.435 -1.809
C: 1.032 6.266 0.688
C: 2.940 5.477 -0.727
O: 1.462 3.045 -2.960
C: 2.465 2.927 -4.010
C: 2.634 4.308 -4.620
C: 3.774 2.421 -3.428
C: 1.899 1.954 -5.032
H: -2.586 3.747 -2.926
H: -0.843 3.771 -3.165
H: -1.541 4.368 -1.643
H: -3.625 2.407 -1.206
H: -2.445 2.705 0.074
H: -2.794 1.046 -0.471
H: -2.640 1.291 -3.475
H: -1.671 0.157 -2.532
H: -0.880 1.286 -3.654
H: -0.200 6.566 -1.707
H: 1.081 5.928 -2.752
H: 1.339 7.423 -1.843
H: -0.054 6.278 0.787
H: 1.395 7.292 0.744
H: 1.455 5.704 1.521
H: 3.233 5.067 -1.695
H: 3.303 4.818 0.064
H: 3.432 6.444 -0.616
H: 3.048 5.010 -3.896
H: 1.676 4.691 -4.975
H: 3.317 4.256 -5.468
H: 4.151 3.097 -2.660
H: 4.522 2.363 -4.218
H: 3.658 1.428 -2.992
H: 0.953 2.325 -5.428
H: 1.736 0.974 -4.584
H: 2.596 1.838 -5.863
C: 1.382 0.293 2.586
C: 0.622 1.504 3.140
C: 0.734 2.836 2.391
C: -0.814 1.257 3.564
C: -1.187 1.899 4.739
C: -2.448 1.737 5.261
C: -3.287 0.816 4.664
C: -2.963 0.103 3.510
C: -3.946 -1.070 3.273
C: -3.244 -2.432 3.160
C: -5.129 -0.899 2.295
C: -1.735 0.455 2.867
N: -1.333 0.011 1.568
C: -2.116 -0.729 0.851
C: -1.630 -1.283 -0.338
C: -2.178 -2.203 -1.224
C: -1.169 -2.495 -2.128
C: -0.029 -1.741 -1.790
N: -0.313 -1.003 -0.684
C: 1.283 -1.918 -2.532
C: 1.892 -3.254 -2.080
C: 1.004 -1.972 -4.041
C: 2.304 -0.828 -2.267
H: 2.444 0.509 2.494
H: 1.155 -0.289 1.594
H: 1.225 -0.571 3.233
H: 1.159 1.666 4.082
H: 0.136 2.880 1.476
H: 1.762 3.078 2.125
H: 0.336 3.622 3.035
H: -0.466 2.532 5.243
H: -2.753 2.258 6.158
H: -4.235 0.605 5.142
H: -4.451 -1.108 4.236
H: -2.615 -2.507 2.272
H: -3.987 -3.232 3.118
H: -2.613 -2.596 4.035
H: -4.957 -1.253 1.277
H: -5.467 0.135 2.249
H: -5.961 -1.496 2.672
H: -3.120 -0.937 1.167
H: -3.184 -2.592 -1.202
H: -1.236 -3.171 -2.965
H: 1.195 -4.082 -2.238
H: 2.154 -3.197 -1.022
H: 2.802 -3.465 -2.645
H: 0.400 -2.833 -4.323
H: 1.948 -2.043 -4.583
H: 0.485 -1.072 -4.375
H: 2.613 -0.809 -1.224
H: 1.909 0.154 -2.523
H: 3.191 -1.008 -2.876
C: -1.047 -6.242 2.652
N: -0.732 -6.013 1.164
C: 0.562 -6.773 0.831
N: 1.614 -6.377 1.693
C: 1.248 -6.611 3.088
N: 0.050 -5.865 3.466
C: 0.278 -4.417 3.480
P: 0.752 -3.716 1.820
C: -0.606 -4.549 0.856
C: 2.056 -5.000 1.453
H: -1.261 -7.306 2.754
H: -1.937 -5.655 2.879
H: -1.493 -6.406 0.608
H: 0.794 -6.561 -0.213
H: 0.330 -7.831 0.957
H: 2.074 -6.315 3.731
H: 1.060 -7.676 3.230
H: 1.077 -4.195 4.190
H: -0.620 -3.914 3.843
H: -0.414 -4.435 -0.213
H: -1.565 -4.079 1.070
H: 2.928 -4.798 2.078
H: 2.383 -4.910 0.417

***

# 2
ORCA calculation (ωB97M-V/def2-TZVPD) on a 5-piece molecular cluster, C39H71INO11 overall in a non-equilibrium geometry.

The LUMO energy is -0.080 hartree. The total charge is +1. Its relative energy (zero: lowest compared OMol25 entry of this formula, charge and spin) is 21.59 kcal per mole. As for the orbital gap: 8.74 eV. The HOMO energy is -10.93 eV.

Cartesian coordinates (Å):
C: 3.170 -0.278 0.804
C: 2.084 0.564 0.102
C: 1.346 -0.222 -1.033
C: -0.157 -0.261 -0.667
C: -0.358 -1.427 0.323
N: -1.107 -0.298 -1.904
C: -1.085 1.109 -2.412
C: -1.157 1.310 -3.947
C: 0.241 1.521 -4.604
I: 0.041 3.058 -6.120
C: -0.540 -1.325 -2.818
C: -1.527 -2.046 -3.777
C: -0.697 -2.776 -4.861
C: -0.072 -4.055 -4.254
O: -0.559 -5.230 -4.916
C: -0.133 -6.344 -4.226
O: 0.773 -7.049 -4.593
C: -2.445 -0.679 -1.334
C: -3.679 -0.250 -2.197
C: -4.458 0.939 -1.576
O: -4.526 -1.390 -2.341
C: -5.304 -1.675 -1.182
C: -5.743 -3.139 -1.292
C: -7.080 -3.440 -1.161
C: -7.485 -4.749 -1.296
C: -6.563 -5.734 -1.566
C: -5.236 -5.416 -1.676
C: -4.805 -4.113 -1.548
H: 3.480 0.239 1.719
H: 4.042 -0.329 0.143
H: 2.792 -1.258 1.108
H: 1.379 0.866 0.889
H: 2.508 1.497 -0.283
H: 1.489 0.333 -1.966
H: 1.785 -1.223 -1.050
H: -0.428 0.657 -0.137
H: -1.174 -1.242 1.027
H: 0.558 -1.658 0.871
H: -0.624 -2.355 -0.204
H: -1.886 1.710 -1.973
H: -0.186 1.648 -2.098
H: -1.674 2.265 -4.095
H: -1.744 0.572 -4.496
H: 0.619 0.622 -5.090
H: 0.941 1.940 -3.880
H: -0.066 -2.147 -2.272
H: 0.269 -0.928 -3.439
H: -2.338 -1.440 -4.179
H: -2.001 -2.850 -3.196
H: -1.294 -3.049 -5.733
H: 0.161 -2.171 -5.183
H: 1.024 -4.057 -4.352
H: -0.292 -4.155 -3.175
H: -0.647 -6.585 -3.270
H: -2.602 -0.185 -0.373
H: -2.531 -1.762 -1.247
H: -3.439 0.057 -3.218
H: -4.023 1.888 -1.920
H: -4.452 0.928 -0.483
H: -5.470 0.928 -1.990
H: -6.232 -1.094 -1.135
H: -4.745 -1.588 -0.237
H: -7.764 -2.615 -0.976
H: -8.547 -4.962 -1.213
H: -6.929 -6.747 -1.688
H: -4.525 -6.207 -1.904
H: -3.751 -3.869 -1.661
O: 2.978 0.365 4.415
C: 3.829 1.087 4.875
O: 3.476 2.257 5.414
C: 4.381 3.101 6.151
C: 5.174 3.997 5.220
C: 5.294 0.731 4.772
H: 5.018 2.507 6.807
H: 3.762 3.708 6.794
H: 5.801 3.421 4.537
H: 5.815 4.668 5.792
H: 4.499 4.593 4.605
H: 5.663 1.029 3.791
H: 5.388 -0.348 4.877
H: 5.912 1.176 5.546
O: -6.395 -6.764 1.490
C: -5.375 -7.169 1.973
O: -4.193 -6.706 1.510
C: -2.938 -6.982 2.137
C: -2.365 -8.306 1.676
C: -5.380 -8.252 3.026
H: -3.024 -6.920 3.223
H: -2.274 -6.174 1.832
H: -3.012 -9.141 1.947
H: -1.383 -8.474 2.120
H: -2.266 -8.319 0.590
H: -5.457 -9.222 2.536
H: -6.251 -8.102 3.660
H: -4.511 -8.240 3.680
O: 3.472 3.922 8.829
C: 3.194 5.047 9.150
O: 2.725 5.895 8.217
C: 2.191 7.190 8.517
C: 3.284 8.233 8.617
C: 3.443 5.550 10.550
H: 1.564 7.153 9.408
H: 1.532 7.434 7.685
H: 3.977 8.013 9.429
H: 2.855 9.221 8.789
H: 3.868 8.259 7.697
H: 4.486 5.853 10.637
H: 3.250 4.733 11.242
H: 2.797 6.372 10.848
O: 6.729 5.423 -5.646
C: 5.717 5.868 -6.108
O: 4.565 5.180 -5.953
C: 3.278 5.698 -6.294
C: 2.958 5.488 -7.760
C: 5.715 7.133 -6.933
H: 3.187 6.743 -5.994
H: 2.567 5.138 -5.686
H: 3.659 6.018 -8.405
H: 1.949 5.837 -7.986
H: 3.029 4.429 -8.015
H: 5.997 6.889 -7.956
H: 6.455 7.811 -6.512
H: 4.767 7.665 -6.931

***

# 3
ORCA calculation (ωB97M-V/def2-TZVPD) on a 6-piece molecular cluster, C39H72F2N4O10P overall.

The LUMO energy is 0.068 hartree. The total charge is -1. As for the orbital gap: 5.89 eV. The HOMO energy is -4.05 eV.

Cartesian coordinates (Å):
C: 4.082 -5.501 0.830
C: 3.564 -5.134 -0.565
C: 3.990 -3.728 -1.040
C: 2.921 -2.629 -0.815
C: 2.565 -1.888 -2.111
C: 1.268 -1.062 -2.067
P: 1.199 0.802 -1.498
C: -0.710 0.756 -2.041
C: -1.544 2.012 -1.950
F: -1.324 2.796 -0.800
C: 0.864 0.280 0.352
C: -0.551 0.163 0.909
C: -1.181 -1.227 0.765
C: -2.666 -1.192 1.127
N: -3.250 -2.507 1.473
C: -3.088 -3.469 0.470
N: -2.371 -4.504 0.660
N: -3.839 -3.152 -0.722
C: 3.157 0.855 -1.030
C: 3.618 2.179 -0.550
C: 3.434 2.538 0.911
N: 4.188 3.003 -1.361
C: 1.653 1.542 -3.227
C: 2.069 0.673 -4.392
C: 2.750 1.461 -5.507
F: 0.925 0.053 -4.960
H: 4.128 -6.584 0.960
H: 3.463 -5.073 1.619
H: 5.097 -5.122 0.974
H: 3.969 -5.867 -1.268
H: 2.475 -5.212 -0.587
H: 4.895 -3.456 -0.490
H: 4.250 -3.776 -2.098
H: 2.008 -3.097 -0.434
H: 3.312 -1.935 -0.071
H: 2.401 -2.695 -2.845
H: 3.439 -1.360 -2.492
H: 0.634 -1.584 -1.341
H: 0.730 -1.196 -3.008
H: 1.100 2.194 -1.054
H: -1.244 -0.119 -1.660
H: -0.631 0.561 -3.116
H: -1.359 2.661 -2.811
H: -2.617 1.785 -1.947
H: 1.397 -0.644 0.615
H: 1.371 1.048 0.948
H: -0.520 0.348 1.996
H: -1.244 0.907 0.514
H: -0.673 -1.957 1.404
H: -1.091 -1.592 -0.260
H: -2.833 -0.515 1.966
H: -3.224 -0.810 0.268
H: -2.753 -2.886 2.273
H: -2.420 -5.112 -0.154
H: -4.532 -3.882 -0.850
H: -3.219 -3.222 -1.522
H: 3.404 0.113 -0.271
H: 3.715 0.675 -1.951
H: 2.410 2.887 1.062
H: 4.098 3.353 1.201
H: 3.570 1.669 1.553
H: 4.418 3.862 -0.860
H: 2.495 2.218 -3.037
H: 0.861 2.205 -3.601
H: 2.766 -0.116 -4.105
H: 3.660 1.894 -5.098
H: 2.072 2.219 -5.903
H: 3.000 0.784 -6.330
O: -7.467 -8.470 2.188
C: -6.515 -7.786 2.421
O: -5.797 -7.184 1.446
C: -4.652 -6.505 2.005
C: -5.014 -6.258 3.465
C: -5.905 -7.459 3.774
H: -3.779 -7.151 1.898
H: -4.479 -5.592 1.452
H: -4.141 -6.167 4.107
H: -5.593 -5.337 3.549
H: -5.331 -8.327 4.103
H: -6.688 -7.251 4.498
O: 2.444 2.620 4.412
C: 2.088 3.757 4.319
O: 1.600 4.277 3.170
C: 1.349 5.686 3.320
C: 1.204 5.917 4.819
C: 2.127 4.839 5.386
H: 2.206 6.218 2.897
H: 0.459 5.946 2.757
H: 1.458 6.931 5.120
H: 0.177 5.720 5.121
H: 3.160 5.181 5.474
H: 1.799 4.438 6.341
O: -2.770 5.322 5.563
C: -2.704 4.803 4.484
O: -1.683 5.056 3.637
C: -1.892 4.372 2.375
C: -2.857 3.242 2.704
C: -3.678 3.839 3.844
H: -2.311 5.088 1.667
H: -0.933 4.023 2.004
H: -3.438 2.926 1.842
H: -2.297 2.382 3.068
H: -4.537 4.410 3.486
H: -4.015 3.106 4.572
O: 5.996 1.348 -4.261
C: 6.800 2.225 -4.242
O: 7.245 2.838 -5.377
C: 8.270 3.787 -5.056
C: 8.053 4.137 -3.587
C: 7.489 2.829 -3.035
H: 9.243 3.318 -5.229
H: 8.168 4.639 -5.725
H: 8.958 4.483 -3.091
H: 7.300 4.922 -3.505
H: 8.275 2.145 -2.709
H: 6.766 2.975 -2.234
O: -7.679 1.399 -0.052
C: -7.631 0.253 -0.385
O: -8.747 -0.518 -0.461
C: -8.395 -1.873 -0.786
C: -7.031 -1.779 -1.457
C: -6.413 -0.575 -0.752
H: -8.360 -2.451 0.140
H: -9.170 -2.286 -1.428
H: -6.447 -2.690 -1.367
H: -7.157 -1.561 -2.519
H: -5.893 -0.861 0.165
H: -5.740 -0.007 -1.387

***

# 4
ORCA calculation (ωB97M-V/def2-TZVPD) on a 7-piece molecular cluster, C39H72O10Si overall in a non-equilibrium geometry.

The LUMO energy is -0.022 hartree. As for the orbital gap: 8.15 eV. The HOMO energy is -8.75 eV.

Cartesian coordinates (Å):
C: 4.307 -4.407 0.093
C: 4.957 -2.955 -0.412
O: 3.974 -2.078 -1.068
C: 3.969 -0.719 -0.505
C: 3.792 0.322 -1.772
O: 3.441 1.704 -1.364
C: 1.948 1.776 -1.244
C: 1.640 2.947 -0.134
O: 0.221 3.111 0.218
C: -0.408 1.844 0.623
Si: -2.065 2.279 1.502
C: -3.610 1.331 0.851
C: -3.460 -0.314 0.858
O: -2.467 -0.976 1.507
C: -4.661 -1.139 0.038
C: -4.457 -2.593 -0.692
C: -5.780 -3.220 -1.498
C: -7.241 -2.449 -1.598
C: -7.433 -1.005 -0.836
C: -6.123 -0.390 -0.035
H: 4.865 -5.334 -0.407
H: 4.452 -4.553 1.259
H: 3.155 -4.468 -0.135
H: 5.769 -3.254 -1.226
H: 5.479 -2.501 0.531
H: 2.991 -0.635 0.174
H: 4.918 -0.435 0.119
H: 4.857 0.407 -2.303
H: 2.951 -0.015 -2.544
H: 1.605 0.700 -0.937
H: 1.513 2.079 -2.300
H: 2.358 2.841 0.814
H: 1.973 3.974 -0.642
H: 0.241 1.212 1.372
H: -0.670 1.240 -0.345
H: -2.009 2.190 2.975
H: -2.318 3.716 1.220
H: -4.549 1.624 1.490
H: -3.790 1.665 -0.270
H: -3.429 -3.158 -0.675
H: -5.715 -4.271 -2.047
H: -8.175 -2.862 -2.192
H: -8.434 -0.377 -0.864
H: -6.296 0.655 0.503
C: 4.203 3.400 -4.188
C: 3.257 3.381 -5.361
C: 4.207 3.239 -6.531
O: 5.343 2.502 -6.058
C: 5.273 2.425 -4.628
H: 3.734 3.120 -3.241
H: 4.633 4.402 -4.075
H: 2.608 2.500 -5.299
H: 2.624 4.269 -5.431
H: 4.563 4.217 -6.874
H: 3.754 2.716 -7.378
H: 5.007 1.397 -4.361
H: 6.252 2.655 -4.198
C: -11.697 1.026 2.023
C: -12.643 1.007 0.849
C: -11.693 0.866 -0.320
O: -10.557 0.128 0.152
C: -10.627 0.052 1.583
H: -12.166 0.746 2.969
H: -11.267 2.028 2.136
H: -13.292 0.126 0.911
H: -13.276 1.895 0.780
H: -11.337 1.843 -0.664
H: -12.146 0.342 -1.167
H: -10.893 -0.977 1.850
H: -9.648 0.282 2.012
C: -1.667 3.350 -5.587
C: -1.786 2.123 -6.453
C: -0.487 1.404 -6.164
O: -0.119 1.732 -4.817
C: -0.953 2.809 -4.367
H: -2.627 3.815 -5.348
H: -1.039 4.097 -6.087
H: -2.633 1.513 -6.117
H: -1.924 2.344 -7.514
H: 0.316 1.752 -6.824
H: -0.576 0.318 -6.267
H: -1.664 2.400 -3.641
H: -0.341 3.566 -3.869
C: 6.378 -7.707 3.602
C: 7.359 -6.567 3.516
C: 7.383 -6.280 2.031
O: 6.085 -6.616 1.522
C: 5.371 -7.340 2.534
H: 5.927 -7.826 4.590
H: 6.877 -8.647 3.337
H: 6.967 -5.699 4.058
H: 8.347 -6.805 3.920
H: 8.117 -6.909 1.516
H: 7.605 -5.232 1.810
H: 4.594 -6.678 2.932
H: 4.890 -8.216 2.091
C: 2.044 -3.710 5.508
C: 1.099 -3.730 4.335
C: 2.049 -3.871 3.165
O: 3.184 -4.609 3.637
C: 3.115 -4.685 5.068
H: 1.576 -3.991 6.455
H: 2.475 -2.708 5.621
H: 0.449 -4.611 4.397
H: 0.466 -2.842 4.265
H: 2.404 -2.894 2.822
H: 1.596 -4.395 2.318
H: 2.849 -5.713 5.335
H: 4.094 -4.455 5.497
C: 1.888 5.414 2.821
C: 2.010 6.468 3.891
C: 0.681 7.184 3.784
O: -0.279 6.215 3.340
C: 0.424 5.041 2.910
H: 2.555 4.561 2.967
H: 2.102 5.855 1.840
H: 2.099 5.991 4.874
H: 2.865 7.135 3.756
H: 0.719 7.984 3.037
H: 0.358 7.613 4.737
H: 0.259 4.260 3.660
H: 0.019 4.699 1.954

***

Calculated values (a.u.) of electronic energy for the records, taken in order: -3159.9771; -2708.4172; -3041.7430; -2570.4875.